Computed, not measured: 9 unconnected molecules or ions with the total composition C30H84N6O9, with ωB97M-V/def2-TZVPD.

Summary:
SMILES	COC[C@H](C)N.COC[C@H](C)N.COC[C@H](C)N.COC[C@H](C)N.COC[C@H](C)N.COC[C@H](C)N.CCO.CCO.CCO
HOMO level	-8.63	eV
DFT total energy	-59836.1554	eV

XYZ file:
```
129
Properties=species:S:1:pos:R:3:forces:R:3:lowdin_charge:R:1
C 4.4482 -1.7107 4.6856 0.9552 0.1280 1.2731 -0.140
O 3.8058 -2.4168 3.6731 -0.3845 0.5029 -0.3492 -0.167
C 2.4223 -2.6248 3.9339 0.2686 -0.6760 0.6405 -0.219
C 1.6571 -2.9595 2.6781 0.2081 0.1492 -0.0549 -0.423
C 1.6716 -1.8012 1.6817 -0.4258 -0.2330 0.0018 -0.039
N 0.2992 -3.3098 3.1078 0.4316 0.2538 -0.2718 0.061
H 3.9221 -1.7220 5.6491 -0.3255 -0.0929 -0.2091 0.087
H 4.6734 -0.6545 4.4824 -0.3317 -0.0640 -0.4695 0.073
H 5.4145 -2.1680 4.9345 -0.0567 -0.1174 -0.3825 0.086
H 2.3457 -3.4822 4.6167 -0.1404 0.0456 -0.0154 0.128
H 1.9647 -1.7815 4.4710 0.0944 0.2354 -0.2800 0.121
H 2.1596 -3.8275 2.2399 -0.2222 -0.0831 -0.0654 0.145
H 2.6426 -1.6476 1.2204 0.1105 0.0996 0.1775 0.053
H 1.3169 -0.9019 2.1970 0.2074 0.1209 -0.1032 0.073
H 0.9468 -2.0006 0.8854 0.0774 -0.0051 -0.0149 0.072
H -0.1078 -2.4284 3.4240 -0.2412 -0.1188 0.0183 0.041
H -0.2474 -3.5226 2.2772 -0.1187 -0.1103 0.1928 0.053
C -0.6347 1.5611 6.7088 0.6299 -0.2221 0.5968 -0.117
O -1.8967 1.6650 6.1212 -0.1839 0.2707 -0.2101 -0.165
C -2.1529 0.7276 5.1063 -0.5686 -0.5807 -0.1978 -0.213
C -1.2695 0.8230 3.8753 0.1655 -0.0686 -0.4338 -0.418
C -1.4900 2.1305 3.1280 0.2443 0.9635 0.5331 -0.041
N -1.6151 -0.3242 3.0022 -0.0082 0.4533 0.8011 0.080
H -0.5266 2.3586 7.4444 -0.1736 0.0858 -0.1108 0.090
H 0.2011 1.6500 6.0053 -0.1483 0.0493 -0.0876 0.067
H -0.4986 0.6180 7.2615 -0.1477 -0.0426 -0.2004 0.095
H -2.1482 -0.3097 5.4744 0.3622 0.1173 0.1897 0.116
H -3.1926 0.8816 4.7833 0.0798 0.2459 0.1173 0.131
H -0.2288 0.7218 4.2023 0.0228 0.0152 -0.2342 0.114
H -1.4257 3.0228 3.7669 -0.0155 -0.2859 0.2239 0.084
H -2.4895 2.1554 2.6888 0.0524 -0.1653 -0.1674 0.079
H -0.7426 2.3126 2.3583 -0.1161 -0.2545 -0.2031 0.055
H -1.1988 -0.1638 2.0871 -0.1558 -0.0538 -0.0205 0.042
H -2.6205 -0.1925 2.8934 0.0178 -0.4463 -0.5314 0.050
C 1.7239 -2.2805 -4.5204 0.4704 -1.0098 0.6886 -0.108
O 1.4355 -1.1463 -5.2811 0.0110 0.0872 0.0565 -0.165
C 1.9270 0.0179 -4.6856 -0.0733 1.7179 -0.6703 -0.225
C 1.5447 1.2546 -5.5235 -0.4819 -0.0526 -0.7566 -0.412
C 0.1019 1.1976 -6.0508 0.6094 -0.4022 0.3262 -0.063
N 2.4281 1.4524 -6.6908 -0.0124 -0.3646 -0.0042 0.035
H 1.1468 -2.3485 -3.5857 -0.1511 0.2763 -0.1376 0.085
H 2.7785 -2.3525 -4.2121 -0.0435 0.2183 -0.1809 0.068
H 1.5129 -3.1847 -5.0924 -0.1484 0.2015 -0.1931 0.090
H 1.5398 0.2179 -3.6812 0.0900 -0.5840 0.2146 0.103
H 3.0253 0.0577 -4.6921 -0.0813 -0.4494 0.5155 0.093
H 1.6089 2.1536 -4.9018 0.2963 -0.1687 0.2032 0.128
H -0.6146 1.2247 -5.2313 -0.1163 0.1219 -0.0556 0.059
H -0.0151 0.2482 -6.5751 -0.1835 0.0933 -0.1101 0.075
H -0.0574 2.0301 -6.7303 -0.1838 0.0733 0.0388 0.077
H 3.3227 0.9937 -6.5419 0.0454 0.2097 0.1164 0.056
H 2.0351 0.9544 -7.4844 -0.0674 0.0919 0.0047 0.067
C -2.2733 -2.4351 0.3718 -1.0868 0.1098 0.3117 -0.098
O -2.1872 -3.2504 1.5105 1.1432 -0.5924 0.2323 -0.218
C -3.3571 -3.2213 2.2753 -1.2826 0.8713 -0.9162 -0.226
C -3.3100 -3.9686 3.5797 -0.4916 -1.0280 0.1516 -0.420
C -2.7389 -3.2229 4.7621 0.5148 0.0731 0.2410 -0.068
N -2.7248 -5.3201 3.3873 0.3281 0.3709 -0.2020 0.049
H -2.6435 -1.4666 0.7276 0.1491 0.2175 -0.5463 0.065
H -3.0116 -2.8745 -0.3143 0.0203 0.2136 -0.1349 0.096
H -1.3313 -2.3270 -0.1563 0.2474 -0.1709 0.3399 0.073
H -3.6855 -2.1761 2.4006 0.2636 -0.0254 0.4295 0.110
H -4.1933 -3.6238 1.6724 0.2469 -0.3417 -0.0547 0.129
H -4.3744 -4.1547 3.7790 0.0261 0.1935 0.2004 0.126
H -3.3837 -2.4097 5.0975 -0.0991 0.0045 -0.1528 0.071
H -1.7652 -2.8064 4.5253 0.0577 0.0871 -0.0202 0.041
H -2.5919 -3.8901 5.6156 -0.1572 -0.0890 -0.0643 0.080
H -1.9118 -5.4465 3.9806 -0.0697 0.1386 0.1315 0.060
H -2.3345 -5.3532 2.4501 -0.0637 -0.1310 0.0154 0.057
C -4.3396 6.1635 -2.9683 0.0294 0.0298 0.4479 -0.105
O -3.6291 5.0253 -2.5198 0.0403 0.1590 0.3013 -0.173
C -2.9908 4.3415 -3.5537 0.6980 -0.2017 -1.1170 -0.236
C -3.8733 3.3220 -4.2607 -0.3511 -0.1769 0.1571 -0.436
C -4.0789 2.0541 -3.4439 0.4003 -0.4794 0.0375 -0.061
N -3.2695 3.0065 -5.5733 -0.5411 -0.2799 0.2117 0.045
H -5.1690 5.8954 -3.6278 0.0120 0.0436 -0.0758 0.082
H -3.6805 6.8848 -3.4628 0.0392 -0.1321 -0.1436 0.088
H -4.7340 6.6480 -2.0751 -0.1084 -0.0570 -0.0670 0.088
H -2.5897 5.0236 -4.3204 -0.2834 0.2047 0.1054 0.119
H -2.0863 3.8214 -3.2162 -0.2252 0.0330 0.5213 0.128
H -4.8838 3.7439 -4.3634 0.1309 0.1836 -0.1545 0.129
H -4.5565 2.2296 -2.4801 -0.2740 0.2307 -0.1682 0.069
H -3.1502 1.5328 -3.1804 0.1568 0.2327 -0.3283 0.065
H -4.6671 1.3484 -4.0388 -0.1782 0.0042 0.2557 0.080
H -3.7012 3.5875 -6.2851 0.2351 0.1794 0.0359 0.073
H -3.5649 2.0664 -5.8253 0.2304 0.0061 -0.0135 0.065
C 4.8186 -0.1946 -0.0415 -0.8524 -0.1808 0.9841 -0.122
O 5.4531 -1.0124 -0.9798 0.3129 -0.0719 0.0686 -0.165
C 5.1546 -0.6106 -2.2976 -0.5071 0.2049 0.0375 -0.227
C 5.8510 -1.5197 -3.2608 1.2310 -0.3991 -0.2236 -0.451
C 5.7323 -1.0492 -4.6996 -0.8504 -0.1967 -0.3722 -0.061
N 5.3810 -2.9040 -3.1043 -0.0311 0.1605 -0.2487 0.051
H 4.9595 0.8698 -0.2513 -0.0719 0.0108 -0.0387 0.090
H 5.1268 -0.4043 0.9885 0.7733 -0.0990 -0.3324 0.089
H 3.7518 -0.4445 0.0598 -0.0873 0.4126 -0.6879 0.062
H 4.0679 -0.6574 -2.4845 0.0663 -0.0189 0.1175 0.123
H 5.4711 0.4324 -2.4463 0.0457 -0.0471 -0.0589 0.132
H 6.9328 -1.4795 -3.0389 -0.1510 0.1543 0.1887 0.140
H 6.2107 -1.7493 -5.3876 0.2495 0.0697 0.1239 0.080
H 6.1506 -0.0549 -4.8477 0.1370 -0.0167 0.0722 0.084
H 4.6867 -1.0163 -5.0347 0.1348 -0.0101 0.1891 0.052
H 5.7381 -3.2758 -2.2312 -0.1876 0.0833 0.1097 0.073
H 5.8113 -3.4667 -3.8312 -0.0944 -0.0272 -0.0127 0.070
C 2.9516 2.0807 4.1587 -0.0016 -0.4602 0.5192 -0.089
C 3.5109 2.4546 2.8101 -0.1332 0.5370 -0.1611 -0.300
O 2.4769 2.4068 1.8272 -0.4826 -0.5385 -0.2741 -0.090
H 2.1938 2.7655 4.5403 -0.0542 0.0864 -0.2697 0.072
H 3.7202 2.0057 4.9333 0.1643 0.1275 -0.1938 0.077
H 2.5177 1.0774 4.0946 -0.1254 0.1024 -0.0550 0.061
H 4.2971 1.7507 2.5277 0.0385 0.0524 -0.0501 0.100
H 3.9103 3.4713 2.7798 0.3008 -0.1278 0.3461 0.116
H 2.3920 3.2496 1.3805 0.1096 0.0888 0.0496 0.082
C -4.9579 -0.2911 -0.6385 0.0067 0.2989 0.1974 -0.084
C -5.3929 0.7411 0.3825 -0.0209 0.2662 -0.5562 -0.314
O -4.7588 0.4692 1.6228 -0.0350 -0.0456 0.1510 -0.086
H -3.9118 -0.0589 -0.8408 0.0407 -0.3612 -0.2766 0.057
H -5.5503 -0.1653 -1.5449 0.1277 -0.0170 -0.0899 0.076
H -5.0441 -1.3210 -0.2971 -0.0811 0.0394 0.1340 0.069
H -6.4793 0.8176 0.4845 -0.0171 -0.2839 0.1326 0.113
H -5.0587 1.7035 -0.0336 -0.0639 0.0896 0.3339 0.104
H -5.1768 1.0072 2.3012 0.0454 0.0297 0.0193 0.085
C -0.6615 0.1129 -1.8612 0.2128 0.1595 0.0280 -0.065
C 0.3334 0.6952 -0.8812 0.1243 -0.3253 0.6761 -0.290
O -0.2507 0.7934 0.4203 -0.2670 0.0804 -0.1960 -0.112
H -0.3532 0.4982 -2.8319 -0.4279 -0.2010 -0.2453 0.050
H -1.6673 0.4537 -1.6162 0.0063 0.1315 -0.0982 0.060
H -0.6697 -0.9753 -1.8993 0.0719 -0.0080 0.0812 0.066
H 0.6360 1.6843 -1.2386 0.0944 0.0209 0.1286 0.114
H 1.2143 0.0530 -0.7715 0.1383 0.1270 -0.4100 0.101
H 0.4134 1.1415 1.0254 0.2103 0.0448 -0.0144 0.046
```
Forces are in eV/Å.